No. 1
C49H41N2O6P2W | ωB97M-V/def2-TZVPD

```
101
C49H41N2O6P2W ωB97M-V/def2-TZVPD
W 0.6639 0.1081 0.6393
O 4.5804 0.9913 1.4987
C 3.4024 1.0517 1.3607
O 2.6384 0.0398 0.8983
C 2.5556 2.2637 1.6195
C 2.9954 3.4967 2.0485
C 2.0608 4.5300 2.1106
C 0.7365 4.3049 1.7457
C 0.3751 3.0325 1.3440
N 1.2790 2.0579 1.2991
C -0.9880 2.5084 0.9668
O -1.8664 3.4040 0.3820
O -0.7012 1.3511 0.1710
H 4.0392 3.6414 2.2912
H 2.3707 5.5177 2.4260
H 0.0051 5.1014 1.7543
N 1.6496 -1.1007 4.5626
C 1.4450 -1.0324 3.2723
O 0.9344 0.0263 2.7696
C 1.8152 -2.1520 2.3502
C 1.0402 -1.9853 1.0428
H 1.4176 -0.3237 5.1645
H 2.0563 -1.9262 4.9763
H 1.6514 -3.1169 2.8328
H 2.8904 -2.0586 2.1758
H 0.1374 -2.5949 1.0249
H 1.6471 -2.3108 0.1911
C -3.3669 -2.8944 -3.9191
C -2.0997 -2.8641 -3.0496
C -1.2774 -4.1468 -3.2788
C -1.2374 -1.6735 -3.4040
C -1.0333 -1.3474 -4.7448
C -0.1623 -0.3561 -5.1571
C 0.5833 0.3052 -4.2064
C 0.4042 0.0099 -2.8548
P 1.5889 0.6710 -1.7083
C 1.5526 2.4670 -1.8091
C 0.3684 3.1006 -2.1900
C 0.3142 4.4841 -2.2395
C 1.4339 5.2361 -1.9077
C 2.6093 4.6078 -1.5151
C 2.6735 3.2241 -1.4603
C 3.2236 0.0936 -2.1666
C 3.9200 0.7973 -3.1571
C 5.1221 0.3083 -3.6391
C 5.6362 -0.8821 -3.1437
C 4.9466 -1.5875 -2.1672
C 3.7444 -1.1042 -1.6808
C -0.5330 -0.9354 -2.4623
O -0.7117 -1.1307 -1.0526
C -1.8347 -1.9280 -0.6871
C -2.2639 -1.8508 0.6385
C -3.3066 -2.6593 1.0928
C -3.9125 -3.5473 0.2269
C -3.4932 -3.5820 -1.0872
C -2.4718 -2.7695 -1.5873
P -1.5591 -0.6608 1.7492
C -1.4755 -1.4278 3.3724
C -1.0993 -2.7661 3.5263
C -1.0089 -3.3200 4.7936
C -1.2888 -2.5469 5.9136
C -1.6687 -1.2191 5.7680
C -1.7631 -0.6598 4.5028
C -2.6116 0.8039 1.8151
C -3.8786 0.7276 1.3855
C -4.7234 1.9056 1.1836
C -4.2107 3.1318 1.2089
C -2.7779 3.3391 1.5500
C -1.9770 2.1415 2.0989
H -3.1158 -3.0185 -4.9696
H -3.9517 -1.9814 -3.8073
H -3.9983 -3.7428 -3.6693
H -0.9870 -4.2262 -4.3262
H -1.8689 -5.0264 -3.0237
H -0.3712 -4.1529 -2.6708
H -1.5705 -1.9043 -5.4981
H -0.0432 -0.1344 -6.2078
H 1.3192 1.0409 -4.5052
H -0.5079 2.5219 -2.4544
H -0.5980 4.9744 -2.5504
H 1.3951 6.3156 -1.9686
H 3.4852 5.1948 -1.2722
H 3.6035 2.7430 -1.1785
H 3.5332 1.7271 -3.5549
H 5.6568 0.8572 -4.4018
H 6.5775 -1.2596 -3.5192
H 5.3496 -2.5134 -1.7810
H 3.2307 -1.6646 -0.9135
H -3.6314 -2.5925 2.1227
H -4.7067 -4.1967 0.5669
H -3.9746 -4.2733 -1.7633
H -0.9062 -3.3914 2.6617
H -0.7423 -4.3622 4.9070
H -1.2333 -2.9866 6.9006
H -1.9178 -0.6268 6.6383
H -2.0962 0.3647 4.4029
H -4.3132 -0.2299 1.1266
H -5.7695 1.7431 0.9638
H -4.8259 4.0022 1.0241
H -2.6395 4.2465 2.1378
H -1.5876 2.2322 3.1137
```

Output
E, eV: -87124.62940
Net charge: +3
Max |F|, eV Å⁻¹: 0.515
Molar mass, Da: 999.7
Kohn-Sham gap, Eh: 0.220



No. 2
C49H42BFN2O18 | ωB97M-V/def2-TZVPD

```
113
C49H42BFN2O18 ωB97M-V/def2-TZVPD
C 2.1574 -2.1920 0.3523
N 0.8581 -1.5643 0.5857
C 0.7429 -0.2619 -0.0622
B 0.4330 -1.5528 1.9723
O -0.1724 -2.6951 2.4612
C 0.6342 -0.3109 3.0013
C 2.1073 0.0075 3.0688
C 2.5718 0.9777 4.1593
N 4.0325 0.8677 4.3383
O 0.0713 -0.7954 4.2588
C -1.2441 -0.4918 4.2342
O -2.0685 -0.7754 5.0771
O -1.5220 0.1836 3.0483
C -0.3089 0.8494 2.8111
F -0.1763 1.7225 3.8620
H 2.1142 -3.2315 0.6479
H 2.3576 -2.1931 -0.7106
H 2.9897 -1.7053 0.8552
H 1.2976 0.5403 0.4247
H -0.3076 -0.0172 -0.1294
H 1.0843 -0.3213 -1.0864
H 0.3854 -3.1614 3.0857
H 2.4058 0.3572 2.0905
H 2.6426 -0.9228 3.2340
H 2.0694 0.7308 5.0818
H 2.3743 1.9989 3.8803
H 4.2215 -0.0204 4.7839
H 4.3806 0.7935 3.3919
H -0.2520 1.4195 1.9022
C -6.4862 2.8411 5.2395
C -7.1119 2.3641 4.1671
C -6.6848 1.0915 3.5288
O -7.2520 0.6679 2.5425
C -5.5430 0.3697 4.1380
C -4.9173 0.8469 5.2115
C -5.3340 2.1210 5.8452
O -4.7634 2.5664 6.8172
H -6.7775 3.7682 5.7172
H -7.9503 2.8744 3.7090
H -5.2308 -0.5549 3.6650
H -4.0728 0.3374 5.6549
C 4.0777 1.7107 -1.5718
C 4.1510 1.4666 -0.2686
C 5.0971 0.4671 0.2731
O 5.1515 0.2342 1.4655
C 5.9640 -0.2564 -0.6883
C 5.8926 -0.0132 -1.9938
C 4.9411 0.9913 -2.5377
O 4.8770 1.2103 -3.7277
H 3.3935 2.4402 -1.9856
H 3.5320 1.9860 0.4524
H 6.6460 -0.9854 -0.2682
H 6.5131 -0.5290 -2.7160
C -0.0843 4.0554 -2.4300
C -0.9844 3.7670 -3.3639
C -0.8506 2.5688 -4.2286
O -1.6820 2.3046 -5.0692
C 0.3259 1.6921 -4.0033
C 1.2220 1.9816 -3.0652
C 1.0919 3.1839 -2.2088
O 1.9091 3.4299 -1.3457
H -0.1718 4.9190 -1.7833
H -1.8595 4.3832 -3.5291
H 0.3979 0.8109 -4.6279
H 2.0809 1.3508 -2.8709
C -2.8035 -2.8424 1.4319
C -2.3311 -3.3339 0.2906
C -3.2464 -3.8190 -0.7698
O -2.8180 -4.2698 -1.8130
C -4.7065 -3.7368 -0.5130
C -5.1796 -3.2459 0.6292
C -4.2622 -2.7595 1.6891
O -4.6814 -2.3053 2.7311
H -2.1555 -2.4869 2.2213
H -1.2696 -3.4038 0.0853
H -5.3540 -4.0962 -1.3028
H -6.2392 -3.1742 0.8387
C -5.3244 2.9682 -2.2058
C -4.0991 2.4736 -2.0562
C -3.4170 2.4860 -0.7382
O -2.2964 2.0348 -0.6075
C -4.1523 3.0679 0.4104
C -5.3782 3.5631 0.2637
C -6.0618 3.5530 -1.0558
O -7.1769 4.0033 -1.1894
H -5.8392 2.9684 -3.1581
H -3.5438 2.0385 -2.8788
H -3.6371 3.0636 1.3629
H -5.9336 3.9916 1.0879
C 8.5969 3.0332 -0.6540
C 9.8508 3.3056 -1.0032
C 10.1574 4.3331 -2.0314
O 11.2980 4.5800 -2.3511
C 9.0109 5.0442 -2.6521
C 7.7573 4.7707 -2.3019
C 7.4538 3.7450 -1.2756
O 6.3098 3.4939 -0.9550
H 8.3504 2.2889 0.0933
H 10.7000 2.7999 -0.5621
H 9.2562 5.7890 -3.3981
H 6.9072 5.2756 -2.7423
C -2.3620 -7.4637 -2.8117
C -2.6406 -6.6145 -3.7966
C -2.7271 -7.0768 -5.2048
O -2.9789 -6.3075 -6.1067
C -2.4933 -8.5197 -5.4710
C -2.2151 -9.3661 -4.4838
C -2.1281 -8.9041 -3.0749
O -1.8755 -9.6781 -2.1765
H -2.2928 -7.1463 -1.7789
H -2.8132 -5.5647 -3.6198
H -2.5622 -8.8349 -6.5045
H -2.0404 -10.4208 -4.6544
```

Output
E, eV: -94716.45037
Max |F|, eV Å⁻¹: 2.608
Molar mass, Da: 976.7
SMILES: CN(C)B(O)[C@]1(CCN)OC(=O)O[C@H]1F.O=C1C=CC(=O)C=C1.O=C1C=CC(=O)C=C1.O=C1C=CC(=O)C=C1.O=C1C=CC(=O)C=C1.O=C1C=CC(=O)C=C1.O=C1C=CC(=O)C=C1.O=C1C=CC(=O)C=C1
Kohn-Sham gap, Eh: 0.271